1.
ORCA calculation (ωB97M-V/def2-TZVPD) on a cluster of 2 separate species, C28H34N2O3 in total at a distorted geometry.

The HOMO energy is -5.51 eV. The LUMO energy is -1.9 eV. The spin multiplicity is 1. As for the gap between HOMO and LUMO: 3.56 eV.

Last column: Löwdin charge in e.
Geometry (Å):
C: 3.441 -0.915 4.979  -0.08
C: 2.672 0.213 4.333  -0.24
O: 1.346 -0.261 4.019  -0.07
C: 0.658 0.649 3.252  -0.50
C: -0.678 0.144 2.927  -0.11
C: -1.722 1.149 2.905  -0.40
O: -1.552 2.348 2.718  0.01
C: -3.187 0.653 3.137  -0.13
C: -3.288 -0.678 3.864  -0.22
C: -2.470 -1.705 3.095  -0.20
C: -0.976 -1.292 2.996  -0.19
O: 1.188 1.685 2.886  0.06
H: 4.487 -0.604 5.099  0.08
H: 3.039 -1.159 5.975  0.08
H: 3.424 -1.810 4.345  0.06
H: 2.584 1.076 5.012  0.13
H: 3.148 0.542 3.400  0.10
H: -3.747 1.430 3.673  0.11
H: -3.643 0.563 2.138  0.12
H: -2.907 -0.598 4.891  0.12
H: -4.339 -0.985 3.935  0.10
H: -2.523 -2.686 3.579  0.10
H: -2.874 -1.800 2.079  0.11
H: -0.525 -1.765 2.103  0.09
H: -0.457 -1.737 3.866  0.11
C: 2.412 -6.705 -2.455  -0.03
N: 2.728 -6.083 -1.195  -0.12
C: 3.024 -6.907 -0.038  -0.13
C: 3.144 -5.887 1.119  -0.09
C: 2.729 -4.582 0.521  -0.15
C: 2.554 -4.773 -0.871  -0.16
C: 2.202 -3.705 -1.714  0.01
C: 1.992 -2.467 -1.153  0.02
C: 2.086 -2.238 0.263  -0.17
C: 1.805 -0.958 0.830  0.11
C: 2.029 0.284 0.123  -0.20
C: 3.108 1.170 0.439  0.04
C: 3.274 2.342 -0.269  -0.15
C: 2.443 2.635 -1.374  -0.18
N: 2.775 3.840 -1.913  -0.14
C: 2.103 4.434 -3.039  -0.04
C: 3.879 4.472 -1.214  -0.13
C: 4.255 3.451 -0.111  -0.09
C: 1.395 1.776 -1.735  0.00
C: 1.195 0.627 -0.988  -0.03
C: 2.499 -3.346 1.084  0.07
H: 2.340 -5.952 -3.244  0.08
H: 3.191 -7.431 -2.725  0.10
H: 1.452 -7.245 -2.406  0.10
H: 2.214 -7.635 0.143  0.13
H: 3.952 -7.475 -0.200  0.13
H: 2.521 -6.184 1.966  0.12
H: 4.187 -5.865 1.460  0.12
H: 2.117 -3.873 -2.788  0.11
H: 1.729 -1.636 -1.809  0.11
H: 1.627 -0.939 1.904  0.10
H: 3.833 0.887 1.203  0.12
H: 1.781 3.648 -3.729  0.08
H: 1.208 5.003 -2.752  0.10
H: 2.780 5.113 -3.570  0.09
H: 4.728 4.647 -1.889  0.12
H: 3.600 5.450 -0.789  0.12
H: 4.198 3.906 0.883  0.12
H: 5.284 3.105 -0.260  0.12
H: 0.769 2.031 -2.595  0.11
H: 0.386 -0.064 -1.240  0.12
H: 2.666 -3.193 2.150  0.13


2.
ORCA calculation (ωB97M-V/def2-TZVPD) on a cluster of 2 separate species, C50H42N in total at a distorted geometry.

The HOMO energy is -9.86 eV. The LUMO energy is -6.1 eV. The spin multiplicity is 1. The total charge is +1. As for the gap between HOMO and LUMO: 3.76 eV.

Last column: Löwdin charge in e.
Geometry (Å):
C: -6.369 0.806 1.126  -0.09
C: -5.480 1.288 0.161  -0.07
C: -4.402 0.495 -0.257  -0.03
C: -4.153 -0.762 0.322  -0.17
C: -2.910 -1.607 -0.024  -0.24
C: -3.322 -2.916 -0.708  -0.20
C: -4.568 -3.104 -1.320  -0.01
C: -4.839 -4.311 -1.984  -0.07
C: -3.855 -5.295 -2.083  -0.09
C: -2.600 -5.089 -1.500  -0.06
C: -2.339 -3.901 -0.816  -0.04
C: -1.978 -0.834 -0.934  -0.17
C: -1.583 -1.239 -2.213  0.01
C: -0.457 -0.640 -2.800  -0.06
C: 0.209 0.390 -2.130  -0.09
C: -0.296 0.853 -0.912  -0.10
C: -1.477 0.352 -0.395  -0.05
C: -2.101 -1.866 1.320  -0.18
C: -2.670 -3.039 2.126  -0.13
C: -1.532 -3.996 2.493  -0.14
C: -0.250 -3.415 1.904  -0.16
N: -0.637 -2.166 1.226  -0.12
C: 0.443 -1.291 1.198  -0.11
C: 1.224 -1.183 0.061  -0.03
C: 2.670 -1.344 -0.149  -0.19
C: 3.258 -2.302 -1.013  -0.02
C: 4.623 -2.236 -1.303  -0.07
C: 5.443 -1.253 -0.721  -0.09
C: 4.891 -0.362 0.204  -0.09
C: 3.520 -0.424 0.471  -0.06
C: -5.112 -1.274 1.208  -0.04
C: -6.185 -0.483 1.646  -0.06
H: -7.199 1.430 1.471  0.10
H: -5.616 2.281 -0.282  0.10
H: -3.758 0.894 -1.045  0.11
H: -5.327 -2.314 -1.304  0.12
H: -5.825 -4.460 -2.432  0.11
H: -4.065 -6.226 -2.616  0.10
H: -1.814 -5.839 -1.586  0.11
H: -1.365 -3.708 -0.364  0.11
H: -2.126 -2.022 -2.750  0.13
H: -0.088 -0.977 -3.772  0.11
H: 1.175 0.752 -2.480  0.09
H: 0.250 1.537 -0.280  0.07
H: -1.909 0.793 0.508  0.13
H: -2.177 -0.941 1.918  0.15
H: -3.136 -2.623 3.027  0.12
H: -3.434 -3.587 1.570  0.10
H: -1.416 -4.039 3.583  0.11
H: -1.719 -5.004 2.099  0.11
H: 0.509 -3.225 2.692  0.12
H: 0.236 -4.072 1.159  0.12
H: 0.725 -0.810 2.159  0.12
H: 0.595 -1.421 -0.813  0.09
H: 2.612 -3.072 -1.439  0.12
H: 5.071 -2.924 -2.023  0.11
H: 6.506 -1.171 -0.963  0.11
H: 5.548 0.388 0.664  0.10
H: 3.013 0.293 1.111  0.07
H: -5.042 -2.306 1.555  0.11
H: -6.885 -0.887 2.384  0.11
C: 2.254 2.482 0.292  0.07
C: 3.408 2.519 1.200  -0.18
C: 3.295 2.029 2.523  -0.04
C: 4.403 1.974 3.363  -0.04
C: 5.647 2.437 2.920  -0.04
C: 5.753 3.038 1.658  -0.05
C: 4.651 3.072 0.797  0.00
C: 2.426 2.534 -1.161  -0.14
C: 1.458 3.443 -1.718  -0.10
C: 1.491 3.779 -3.066  0.03
C: 2.506 3.257 -3.868  -0.01
C: 3.461 2.386 -3.327  -0.03
C: 3.419 2.001 -1.984  0.02
C: 0.658 3.980 -0.621  -0.10
C: 1.146 3.398 0.606  -0.12
C: 0.652 3.847 1.832  0.03
C: -0.341 4.834 1.830  -0.04
C: -0.846 5.366 0.631  -0.02
C: -0.350 4.936 -0.605  0.02
H: 2.344 1.622 2.866  0.12
H: 4.294 1.557 4.367  0.12
H: 6.527 2.389 3.567  0.12
H: 6.711 3.470 1.348  0.12
H: 4.736 3.563 -0.178  0.13
H: 0.752 4.472 -3.457  0.13
H: 2.603 3.569 -4.906  0.12
H: 4.263 2.003 -3.956  0.12
H: 4.137 1.295 -1.567  0.11
H: 1.063 3.450 2.760  0.12
H: -0.726 5.204 2.782  0.12
H: -1.601 6.151 0.670  0.12
H: -0.701 5.351 -1.548  0.13


3.
ORCA calculation (ωB97M-V/def2-TZVPD) on the molecule C4H6BrOP at a distorted geometry.

The HOMO energy is -10.21 eV. As for the structure (SMILES): O=[P@@]1(Br)C=CCC1. The LUMO energy is 0.5 eV. The spin multiplicity is 1. As for the gap between HOMO and LUMO: 10.73 eV.

Last column: Löwdin charge in e.
Geometry (Å):
O: -0.146 -1.459 -2.431  -0.45
P: -0.370 -1.065 -0.917  0.45
Br: -2.075 -2.026 0.143  0.36
C: 0.990 -1.167 0.456  -0.15
C: 0.951 0.015 1.062  -0.19
C: 0.150 1.146 0.478  -0.26
C: -0.841 0.711 -0.577  -0.31
H: 1.430 -2.013 0.769  0.03
H: 1.550 0.290 1.968  0.13
H: -0.275 1.900 1.222  0.13
H: 0.944 1.765 -0.080  0.14
H: -1.855 0.778 -0.581  0.03
H: -0.452 1.125 -1.513  0.09


4.
ORCA calculation (ωB97M-V/def2-TZVPD) on a structure of composition C40H51B2Cl3F4MoN7OPS3Se.

The HOMO energy (alpha / beta) is -7.67 / -7.67 eV. The LUMO energy (alpha / beta) is -1.4 / -1.4 eV. The spin multiplicity is 1. As for the gap between HOMO and LUMO (alpha / beta): 6.27 / 6.29 eV.

Last column: Löwdin charge in e.
Geometry (Å):
Mo: 0.158 0.220 -1.488  0.82
C: 3.858 4.164 0.482  -0.04
C: 4.204 2.989 1.397  -0.54
C: 4.947 3.539 2.612  -0.05
C: 5.088 1.960 0.699  -0.03
N: 2.945 2.322 1.868  0.02
C: 2.592 2.168 3.201  -0.02
C: 1.413 1.522 3.235  -0.07
N: 1.031 1.274 1.938  0.04
B: -0.300 0.632 1.520  -0.65
N: -1.378 1.742 1.457  0.05
C: -1.829 2.377 2.601  -0.05
C: -2.686 3.337 2.227  -0.04
N: -2.763 3.318 0.841  0.01
C: -1.936 2.340 0.384  -0.58
S: -1.633 1.969 -1.263  0.71
C: -3.705 4.269 0.154  -0.54
C: -5.112 3.962 0.672  -0.03
C: -3.717 4.156 -1.365  -0.09
C: -3.273 5.687 0.533  -0.03
N: -0.789 -0.457 2.465  0.04
C: -2.129 -0.668 2.772  -0.05
C: -2.216 -1.806 3.470  -0.06
N: -0.941 -2.343 3.582  -0.02
C: -0.054 -1.515 2.949  -0.74
S: 1.601 -1.682 2.723  0.73
C: -0.733 -3.629 4.320  -0.54
C: 0.540 -4.369 3.923  -0.09
C: -0.697 -3.296 5.811  -0.03
C: -1.919 -4.550 4.004  -0.04
C: 1.976 1.745 1.115  -0.59
S: 1.958 1.696 -0.621  0.60
H: 4.783 4.677 0.218  0.09
H: 3.211 4.873 1.001  0.10
H: 3.370 3.853 -0.436  0.04
H: 5.827 4.070 2.251  0.09
H: 5.292 2.747 3.278  0.09
H: 4.339 4.247 3.176  0.09
H: 6.035 2.428 0.427  0.10
H: 4.627 1.576 -0.208  0.05
H: 5.297 1.125 1.367  0.08
H: 3.202 2.522 4.006  0.12
H: 0.834 1.181 4.074  0.13
H: -0.133 0.158 0.403  0.04
H: -1.514 2.077 3.584  0.13
H: -3.246 4.031 2.823  0.12
H: -5.392 2.937 0.426  0.10
H: -5.823 4.635 0.194  0.09
H: -5.198 4.097 1.749  0.08
H: -4.013 3.168 -1.709  0.07
H: -2.754 4.406 -1.805  0.06
H: -4.453 4.877 -1.722  0.10
H: -3.335 5.868 1.606  0.08
H: -3.927 6.404 0.037  0.09
H: -2.249 5.872 0.208  0.10
H: -2.909 0.004 2.467  0.12
H: -3.082 -2.280 3.887  0.12
H: 1.439 -3.831 4.199  0.03
H: 0.579 -4.562 2.851  0.07
H: 0.522 -5.327 4.447  0.09
H: 0.180 -2.690 6.042  0.09
H: -0.645 -4.216 6.395  0.09
H: -1.591 -2.748 6.114  0.08
H: -2.088 -4.604 2.927  0.07
H: -2.842 -4.238 4.492  0.08
H: -1.688 -5.552 4.364  0.09
Cl: -5.210 -5.226 -2.127  0.68
C: -4.003 -3.990 -1.968  -0.66
C: -3.066 -4.094 -0.955  -0.12
C: -2.106 -3.105 -0.835  -0.54
Cl: -0.939 -3.191 0.438  0.84
C: -2.071 -2.025 -1.712  -0.40
O: -1.139 -1.084 -1.614  -0.41
C: -3.045 -1.934 -2.714  -0.55
Cl: -3.062 -0.579 -3.772  0.82
C: -4.007 -2.920 -2.847  -0.11
H: -3.075 -4.930 -0.271  0.11
H: -4.745 -2.848 -3.632  0.11
F: -1.326 -1.898 -6.287  0.12
B: -0.215 -2.252 -5.532  -1.29
F: 0.975 -1.891 -6.195  0.10
F: -0.216 -3.620 -5.242  0.11
F: -0.235 -1.532 -4.287  -0.01
C: 2.915 -1.349 -3.378  -0.26
P: 1.862 -1.701 -1.936  0.88
C: 1.056 -3.276 -2.366  -0.24
C: 3.126 -2.233 -0.721  -0.35
C: 3.650 -3.525 -0.821  -0.09
C: 4.665 -3.947 0.021  -0.08
C: 5.179 -3.084 0.978  -0.08
C: 4.670 -1.801 1.083  -0.11
C: 3.652 -1.379 0.239  -0.16
H: 3.622 -2.171 -3.498  0.06
H: 3.467 -0.422 -3.211  0.04
H: 2.296 -1.255 -4.268  0.02
H: 1.652 -3.791 -3.120  0.07
H: 0.089 -3.088 -2.818  0.02
H: 0.955 -3.896 -1.478  0.03
H: 3.265 -4.214 -1.560  0.10
H: 5.053 -4.953 -0.071  0.10
H: 5.967 -3.415 1.642  0.10
H: 5.049 -1.131 1.844  0.09
H: 3.245 -0.387 0.349  0.03
Se: 0.929 1.363 -3.512  0.71
C: -0.568 1.865 -4.614  -0.59
C: -1.404 2.950 -4.377  -0.15
C: -2.405 3.217 -5.296  -0.16
N: -2.616 2.502 -6.399  0.06
C: -1.798 1.476 -6.614  -0.13
C: -0.756 1.121 -5.765  -0.12
H: -1.281 3.586 -3.515  0.06
H: -3.072 4.058 -5.135  0.10
H: -1.984 0.886 -7.502  0.12
H: -0.149 0.254 -5.985  0.08


5.
ORCA calculation (ωB97M-V/def2-TZVPD) on a structure of composition C8H10N2Sr at a distorted geometry.

The HOMO energy (alpha / beta) is 2.06 / 2.30 eV. The LUMO energy (alpha / beta) is 5.1 / 5.0 eV. The spin multiplicity is 1. The total charge is -2. As for the gap between HOMO and LUMO (alpha / beta): 3.02 / 2.75 eV.

Last column: Löwdin charge in e.
Geometry (Å):
C: 0.015 0.219 -1.768  -0.31
C: -0.380 -1.166 -1.534  -0.23
C: 0.834 -1.935 -1.263  -0.19
C: 1.957 -1.031 -1.306  -0.19
C: 1.452 0.302 -1.607  -0.29
Sr: 0.256 0.459 0.908  1.00
N: 1.232 3.279 -0.426  -0.33
C: -2.082 0.395 1.962  -0.45
C: -2.754 -0.327 0.976  -0.27
H: 0.881 -2.998 -1.157  0.05
H: -1.368 -1.553 -1.657  0.05
H: 2.990 -1.291 -1.211  0.06
H: 2.040 1.178 -1.728  0.02
H: -0.632 1.017 -2.038  0.05
H: -2.887 0.078 -0.068  0.03
H: -0.980 0.663 2.557  -0.02
H: 0.197 3.454 -0.041  -0.28
H: -3.253 -1.260 1.147  -0.02
H: -2.396 1.557 1.784  0.03
N: 2.886 -0.645 3.624  -0.22
C: 1.993 -0.393 2.846  -0.46


For each record above, in turn, the calculated energy above the lowest of the compared OMol25 structures with the same formula, charge and spin values are 4.1 66.3 0.0 4.3 77.9 kcal/mol.